5 unconnected molecules or ions with the total composition C3H14O5, computed with ωB97M-V/def2-TZVPD.

Atoms and positions in Å:
1 C 0.06 -1.76 -2.49
2 C 0.42 -1.40 -1.04
3 C 0.65 -2.56 -0.12
4 O 1.71 -3.11 0.03
5 H 0.87 -1.61 -3.21
6 H -0.74 -1.14 -2.88
7 H -0.09 -2.83 -2.60
8 H 1.27 -0.73 -0.92
9 H -0.48 -0.88 -0.68
10 H -0.25 -3.01 0.34
11 O -2.46 1.82 -0.33
12 H -2.55 2.62 0.20
13 H -2.65 1.09 0.27
14 O 2.22 0.92 1.85
15 H 1.60 1.60 2.11
16 H 2.47 0.36 2.58
17 O 0.64 2.95 0.65
18 H 1.39 3.24 0.12
19 H -0.01 2.60 0.02
20 O -1.70 0.41 2.03
21 H -1.18 0.72 1.27
22 H -1.18 0.68 2.79

Values from the calculation:
Energy relative to the best compared isomer or geometry (same formula, charge and spin): 102.1 kJ/mol
SMILES string: CCC=O.O.O.O.O

Electronic structure analysis, natural (NBO) charges in units of e: -0.609 -0.519 0.451 -0.518 0.219 0.218 0.215 0.238 0.203 0.101 -0.959 0.477 0.486 -0.962 0.487 0.473 -0.965 0.483 0.484 -0.954 0.473 0.480

=====

A molecular structure, C40H38N6PtS2, computed with ωB97M-V/def2-TZVPD.

Atoms and positions in Å:
1 Pt -1.01 -0.09 -0.44
2 S -2.37 -1.56 -1.75
3 C -1.83 -3.13 -1.39
4 C -2.52 -4.25 -1.92
5 C -2.11 -5.52 -1.66
6 C -0.96 -5.75 -0.86
7 C -0.26 -4.70 -0.35
8 C -0.67 -3.36 -0.58
9 S 0.26 -2.10 0.09
10 H -3.40 -4.06 -2.53
11 H -2.65 -6.36 -2.07
12 H -0.63 -6.76 -0.67
13 H 0.62 -4.86 0.26
14 C -1.13 -0.94 2.68
15 N -1.98 -0.24 1.71
16 C -3.30 -0.87 1.64
17 C -2.07 1.19 2.10
18 C -0.81 1.90 1.72
19 C -0.36 3.00 2.44
20 C 0.74 3.72 2.01
21 C 1.39 3.33 0.84
22 C 0.95 2.23 0.12
23 C -0.15 1.49 0.55
24 H -1.51 -0.75 3.69
25 H -0.11 -0.56 2.60
26 H -1.13 -2.00 2.48
27 H -3.78 -0.88 2.62
28 H -3.18 -1.90 1.29
29 H -3.92 -0.33 0.93
30 H -2.28 1.26 3.17
31 H -2.93 1.62 1.57
32 H -0.88 3.30 3.34
33 H 1.09 4.58 2.57
34 H 2.24 3.89 0.48
35 H 1.46 1.94 -0.78
36 C 2.92 1.01 2.75
37 C 3.47 0.27 1.57
38 N 2.75 -0.22 0.60
39 C 3.63 -0.81 -0.27
40 C 4.91 -0.68 0.19
41 N 4.80 0.01 1.38
42 C 5.89 0.38 2.24
43 N 5.70 -0.10 3.58
44 N 5.70 0.77 4.63
45 N 5.48 0.13 5.71
46 C 5.32 -1.21 5.40
47 C 5.05 -2.31 6.22
48 C 4.91 -3.53 5.60
49 C 5.04 -3.67 4.21
50 C 5.31 -2.60 3.38
51 C 5.45 -1.36 4.02
52 H 1.95 1.41 2.46
53 H 3.56 1.83 3.05
54 H 2.79 0.35 3.61
55 H 3.30 -1.31 -1.17
56 H 5.86 -1.00 -0.19
57 H 6.03 1.46 2.31
58 H 6.80 -0.06 1.82
59 H 4.94 -2.19 7.29
60 H 4.70 -4.41 6.20
61 H 4.91 -4.65 3.77
62 H 5.38 -2.70 2.31
63 C -3.93 5.50 1.14
64 C -2.65 5.18 0.69
65 C -2.42 4.01 0.00
66 C -3.48 3.11 -0.27
67 C -4.77 3.46 0.19
68 C -4.99 4.63 0.88
69 C -3.27 1.90 -0.96
70 C -1.98 1.42 -1.43
71 C -1.38 1.92 -2.61
72 C -2.00 2.91 -3.41
73 C -1.40 3.38 -4.55
74 C -0.15 2.91 -4.95
75 C 0.49 1.94 -4.18
76 C -0.11 1.45 -3.04
77 H -4.10 6.43 1.68
78 H -1.83 5.85 0.89
79 H -1.42 3.76 -0.33
80 H -5.60 2.78 -0.01
81 H -5.99 4.88 1.22
82 H -4.14 1.26 -1.13
83 H -2.97 3.29 -3.11
84 H -1.90 4.14 -5.15
85 H 0.32 3.29 -5.85
86 H 1.46 1.56 -4.48
87 H 0.40 0.69 -2.45

Values from the calculation:
Multiplicity: 5
<S²>: 6.09
Energy relative to the best compared isomer or geometry (same formula, charge and spin): 64.9 kJ/mol

Electronic structure analysis, Mulliken charges in units of e: 4.085 -0.516 0.718 -0.788 -0.517 -0.578 -0.801 0.485 -0.507 0.433 0.372 0.368 0.427 -1.331 0.079 -1.115 -2.088 1.644 -0.798 -0.913 -0.849 -0.593 -1.128 0.357 0.326 0.434 0.381 0.312 0.258 0.623 0.264 0.365 0.404 0.458 0.213 -0.768 0.532 0.211 -0.826 -0.692 0.252 -0.955 0.787 -0.633 -0.540 0.234 -0.737 -0.486 -0.671 -0.644 1.187 -0.101 0.469 0.270 0.511 0.453 0.308 0.401 0.431 0.378 0.389 0.412 -0.515 -0.691 0.096 1.001 -0.636 -0.633 -1.398 -1.659 2.574 -0.359 -0.875 -0.509 -1.063 -0.249 0.389 0.417 0.436 0.383 0.395 0.202 0.454 0.408 0.386 0.406 0.383

=====

2 unconnected molecules or ions with the total composition C4H12, computed with ωB97M-V/def2-TZVPD.

Atoms and positions in Å:
1 C -1.77 0.69 1.62
2 C -0.78 1.33 0.70
3 H -2.40 1.33 2.21
4 H -2.53 0.05 1.11
5 H -1.26 -0.02 2.29
6 H -0.56 2.30 1.17
7 H -0.97 1.50 -0.37
8 H 0.09 0.66 0.53
9 C 1.52 -0.80 -1.84
10 C 1.04 -1.25 -0.49
11 H 2.49 -0.28 -1.90
12 H 1.31 -1.58 -2.58
13 H 1.06 0.11 -2.26
14 H 1.81 -1.77 0.11
15 H 0.15 -1.90 -0.48
16 H 0.81 -0.46 0.21

Values from the calculation:
Multiplicity: 2
Total charge: -1
<S²>: 0.75
Energy relative to the best compared isomer or geometry (same formula, charge and spin): 119.9 kJ/mol

Electronic structure analysis, natural (NBO) charges in units of e: -0.663 -0.837 0.191 0.192 0.194 0.189 0.203 0.204 -1.070 -0.738 0.195 0.191 0.192 0.185 0.190 0.182

=====

2 unconnected molecules or ions with the total composition C7H18BNO3, computed with ωB97M-V/def2-TZVPD.

Atoms and positions in Å:
1 B 0.43 1.54 -0.71
2 C 1.67 2.48 -0.60
3 C 1.47 3.69 0.30
4 O 0.40 4.49 -0.21
5 C 1.15 3.29 1.74
6 N 2.28 2.60 2.36
7 H 0.56 0.36 -0.86
8 H -0.68 1.96 -0.64
9 H 2.52 1.91 -0.22
10 H 1.96 2.81 -1.60
11 H 2.40 4.28 0.34
12 H 0.64 5.41 -0.14
13 H 0.22 2.71 1.74
14 H 0.96 4.21 2.29
15 H 2.23 2.65 3.37
16 H 2.34 1.64 2.07
17 C -3.06 -2.95 0.01
18 C -2.40 -2.86 -1.36
19 O -1.14 -2.19 -1.30
20 C 0.01 -2.82 -1.01
21 C -0.02 -4.25 -0.52
22 O 1.04 -2.20 -1.09
23 H -2.47 -3.55 0.70
24 H -4.05 -3.40 -0.08
25 H -3.16 -1.95 0.44
26 H -2.30 -3.83 -1.83
27 H -3.01 -2.24 -2.02
28 H -0.05 -4.24 0.57
29 H 0.91 -4.73 -0.83
30 H -0.86 -4.83 -0.89

Values from the calculation:
Energy relative to the best compared isomer or geometry (same formula, charge and spin): 0.0 kJ/mol
SMILES string: BC[C@@H](O)CN.CCOC(C)=O

Electronic structure analysis, natural (NBO) charges in units of e: 0.476 -0.820 0.109 -0.730 -0.234 -0.849 -0.072 -0.094 0.231 0.263 0.164 0.471 0.169 0.191 0.363 0.357 -0.636 -0.068 -0.503 0.797 -0.743 -0.568 0.206 0.218 0.222 0.173 0.199 0.243 0.248 0.217

=====

A molecular structure, C5H4BaO, computed with ωB97M-V/def2-TZVPD.

Atoms and positions in Å:
1 C 1.08 -0.80 0.91
2 H 2.10 -0.77 1.29
3 H 1.30 -1.26 -1.38
4 H 0.54 -0.86 1.86
5 C 0.66 -1.07 -0.52
6 C -0.04 0.04 -0.02
7 C -1.08 0.85 0.00
8 C -1.67 1.85 0.60
9 O -2.26 2.79 0.95
10 Ba -1.48 1.42 -3.70
11 H 0.85 -2.20 0.01

Values from the calculation:
Calculated total energy: -7980.2324 eV

Electronic structure analysis, natural (NBO) charges in units of e: -0.507 0.227 0.287 0.236 -0.626 0.186 -0.456 0.699 -0.431 0.010 0.375

=====

A single C8H10 molecule, computed with ωB97M-V/def2-TZVPD.

Atoms and positions in Å:
1 C -2.11 -0.15 0.00
2 C -1.26 -1.20 0.02
3 C 0.10 -0.75 0.51
4 C 1.44 -1.10 -0.10
5 C 2.23 0.18 -0.01
6 C 1.35 1.23 0.07
7 C -0.04 0.67 -0.17
8 C -1.49 1.19 0.12
9 H -3.23 -0.28 -0.31
10 H -1.75 -2.27 -0.30
11 H 0.12 -0.89 1.58
12 H 1.20 -1.57 -1.19
13 H 2.06 -1.90 0.38
14 H 3.40 0.33 -0.01
15 H 1.68 2.26 0.36
16 H -0.21 0.53 -1.27
17 H -1.74 1.90 -0.79
18 H -1.75 1.81 1.11

Values from the calculation:
Energy relative to the best compared isomer or geometry (same formula, charge and spin): 355.7 kJ/mol
SMILES string: C1=C[C@H]2CC=C[C@@H]2C1

Electronic structure analysis, natural (NBO) charges in units of e: -0.208 -0.188 -0.270 -0.446 -0.198 -0.200 -0.230 -0.446 0.212 0.225 0.225 0.212 0.217 0.226 0.221 0.210 0.216 0.223

=====

A molecular structure, C6H15N, computed with ωB97M-V/def2-TZVPD.

Atoms and positions in Å:
1 C -2.31 0.74 0.87
2 C -2.04 -0.50 1.69
3 C -2.09 0.72 -0.51
4 N 0.45 0.26 0.77
5 C 0.66 0.58 -0.42
6 C 1.66 -0.13 -1.40
7 C 1.55 -1.62 -1.02
8 H -1.09 1.06 0.44
9 H -2.98 1.46 1.34
10 H -2.78 -0.85 2.40
11 H -1.10 -0.42 2.23
12 H -1.95 -1.31 0.95
13 H -1.86 -0.27 -0.87
14 H -2.46 1.50 -1.17
15 H 4.18 1.33 1.03
16 H 0.15 1.46 -0.85
17 H 3.51 1.54 0.79
18 H 2.62 0.31 -1.13
19 H 1.36 0.04 -2.43
20 H 2.15 -2.29 -1.64
21 H 1.87 -1.73 0.02
22 H 0.51 -1.90 -1.09

Values from the calculation:
Energy relative to the best compared isomer or geometry (same formula, charge and spin): 663.1 kJ/mol

Electronic structure analysis, natural (NBO) charges in units of e: -0.198 -0.656 -0.402 -0.669 0.004 -0.468 -0.601 0.404 0.247 0.230 0.292 0.212 0.237 0.241 -0.006 0.098 0.006 0.219 0.195 0.198 0.228 0.191

=====

A single C8H6N2 molecule, computed with ωB97M-V/def2-TZVPD.

Atoms and positions in Å:
1 C -1.64 -1.38 0.41
2 C -1.30 -0.86 1.68
3 C -0.35 0.13 1.84
4 C 0.32 0.61 0.70
5 N 1.40 1.43 0.82
6 N 2.16 1.79 -0.17
7 C 1.83 1.36 -1.41
8 C 0.83 0.50 -1.66
9 C 0.04 0.09 -0.61
10 C -0.95 -1.01 -0.68
11 H -2.43 -2.14 0.24
12 H -1.75 -1.32 2.58
13 H -0.03 0.53 2.83
14 H 2.48 1.65 -2.24
15 H 0.54 0.18 -2.64
16 H -1.14 -1.56 -1.67

Values from the calculation:
Energy relative to the best compared isomer or geometry (same formula, charge and spin): 70.7 kJ/mol
SMILES string: c1ccc2nnccc2c1

Electronic structure analysis, natural (NBO) charges in units of e: -0.215 -0.200 -0.192 0.107 -0.186 -0.180 -0.025 -0.203 -0.056 -0.179 0.226 0.222 0.241 0.203 0.222 0.217

=====

2 unconnected molecules or ions with the total composition C11H15N, computed with ωB97M-V/def2-TZVPD.

Atoms and positions in Å:
1 C -3.47 2.82 -0.18
2 C -2.26 2.42 0.60
3 C -1.91 2.74 1.86
4 N -0.77 2.02 2.25
5 C -0.32 1.30 1.14
6 C 0.77 0.47 1.01
7 C 0.88 -0.16 -0.24
8 C -0.08 -0.09 -1.23
9 C -1.19 0.74 -1.06
10 C -1.29 1.45 0.14
11 H -3.28 3.12 -1.21
12 H -3.88 3.75 0.24
13 H -4.22 2.03 -0.12
14 H -2.30 3.43 2.59
15 H -0.39 1.93 3.16
16 H 1.51 0.27 1.77
17 H 1.77 -0.76 -0.33
18 H 0.01 -0.61 -2.18
19 H -1.96 0.87 -1.81
20 C 2.37 -4.03 -0.44
21 C 3.25 -2.97 -1.18
22 H 1.39 -3.58 -0.39
23 H 2.31 -4.99 -0.94
24 H 2.74 -4.14 0.58
25 H 3.85 -2.37 -0.50
26 H 2.55 -2.26 -1.62
27 H 3.93 -3.40 -1.92

Values from the calculation:
Energy relative to the best compared isomer or geometry (same formula, charge and spin): 51.2 kJ/mol
SMILES string: Cc1c[nH]c2ccccc12.CC

Electronic structure analysis, natural (NBO) charges in units of e: -0.632 -0.084 -0.028 -0.563 0.214 -0.271 -0.215 -0.239 -0.190 -0.112 0.217 0.217 0.219 0.210 0.406 0.215 0.207 0.213 0.212 -0.614 -0.612 0.207 0.208 0.203 0.201 0.201 0.207